Entry 1:
# C16H27NO2

A structure of composition C16H27NO2 at a distorted geometry (the ωB97M-V functional and the def2-TZVPD basis, OMol25).

The calculation puts the energy at -830.46031 a.u. As for the frontier orbital gap: 8.62 eV. The spin multiplicity is 1. The LUMO energy comes out at 0.78 eV. As for the energy relative to the best compared isomer or geometry (same formula, charge and spin): 421.3 kcal per mole.

```
46
Properties=species:S:1:pos:R:3:forces:R:3
O -6.16245 -1.04822 -0.10292 7.05 -0.73 -12.17
O 1.49265 0.32964 -1.21311 4.07 -1.81 1.29
N -3.99687 1.16769 0.68520 3.34 0.61 -3.17
C 2.41886 -0.39105 -0.44667 -1.23 -7.00 -0.50
C 4.04361 2.20081 1.27940 7.47 -0.40 -5.87
C 4.49912 -0.89802 0.82851 3.57 11.02 -1.15
C -3.03490 -1.15054 0.55158 4.07 -3.10 -5.16
C 4.37937 -2.11061 0.71160 0.83 -8.49 2.94
C 2.33002 -2.00319 -0.30128 -5.42 7.87 -2.80
C 3.89444 1.32309 -0.31268 -4.63 -0.57 11.15
C -3.26878 -0.04505 1.32774 -1.78 8.36 3.67
C 3.19552 -2.69575 0.25775 4.85 -4.16 2.55
C 0.34583 -0.42627 -1.59610 -3.16 12.46 4.95
C -5.41616 1.20614 0.51709 0.86 -1.63 -4.81
C -5.97702 0.19231 -0.76968 -10.18 2.79 11.32
C -2.02334 -0.85431 -0.86653 1.15 -0.29 5.61
C 3.59286 -0.07061 0.07121 1.10 3.77 -0.96
C -0.60568 -0.29455 -0.25471 0.32 -13.15 -6.48
C 4.96578 1.83621 -0.78387 10.80 0.47 -10.96
H -2.47566 -1.90058 1.15628 -0.76 -0.06 -0.74
H -2.41328 -0.04394 -1.38190 -1.14 1.15 -1.37
H -2.34587 0.67996 1.67828 -1.67 -2.84 -0.16
H 4.14209 3.24303 1.02721 0.23 0.44 -0.19
H -6.61224 -1.06169 0.57953 -6.99 0.63 10.10
H -0.71764 0.51950 0.21201 -0.14 6.49 3.08
H -3.87535 -1.43332 -0.02094 -1.34 -1.16 0.45
H 3.06669 -3.73723 0.49263 -0.28 -0.33 -0.22
H -5.62344 2.19303 0.11690 -0.77 0.42 1.07
H -6.91338 0.73522 -1.25664 1.33 -1.57 1.11
H -0.01598 0.71752 -2.13610 -0.23 -4.08 0.15
H -5.32169 0.22799 -1.36688 9.28 -0.65 -8.35
H 5.11726 2.89282 -1.26644 -0.68 -1.88 1.71
H 5.57112 -0.38927 1.19890 -3.30 -1.25 -0.70
H 1.40173 -2.42581 -0.39480 -2.31 -1.01 -0.98
H -0.23777 -1.22786 0.39905 -0.75 2.48 -0.70
H 3.15326 1.84265 -0.69051 -4.51 1.64 -1.84
H 5.90652 1.35052 -0.50713 0.22 0.80 0.62
H -5.83831 0.72469 1.35909 -0.98 0.56 1.18
H -3.37823 1.55162 -0.32545 -2.65 -1.63 4.02
H 5.02053 1.83948 1.73362 -1.47 0.37 -0.34
H 4.95636 1.12605 -1.95871 0.52 1.90 1.88
H -4.02795 -0.22851 2.21465 1.92 0.05 -1.23
H 5.03266 -2.59565 1.43480 0.18 -1.22 -0.77
H 0.42847 -1.18469 -2.20471 0.47 -4.28 -2.76
H 3.27069 2.09790 1.77538 -7.30 -1.44 5.28
H -1.94345 -1.78113 -1.45064 0.06 0.43 0.27
```
Positions in Å, forces in eV/Å.

=====

Entry 2:
# C16H28AsN4O4Ru

A structure of composition C16H28AsN4O4Ru (the ωB97M-V functional and the def2-TZVPD basis, OMol25).

The calculation puts the energy at -3476.45362 a.u. As for the frontier orbital gap (spin up / spin down): 9.70 / 6.45 eV. As for the total charge: +2. The spin multiplicity is 6. The LUMO energy (spin up / spin down) comes out at -5.17 / -8.47 eV. As for the energy relative to the best compared isomer or geometry (same formula, charge and spin): 2.3 kcal per mole.

```
54
Properties=species:S:1:pos:R:3:forces:R:3
Ru -0.25338 -0.32977 0.51993 0.41 -0.38 0.30
As -2.57542 -0.32755 -0.62726 -0.51 0.04 -0.25
O -0.00115 -8.47732 -1.67262 0.18 -0.03 0.08
O 0.12099 -2.32484 -0.45023 -0.05 0.22 -0.02
O -0.22266 -6.64300 -2.77654 0.15 0.15 0.00
O -0.71793 -2.28928 1.55794 0.11 0.12 -0.03
N -0.06865 -7.27464 -1.75262 -0.45 -0.14 -0.06
N -0.24126 2.07545 0.31202 0.02 -0.03 -0.01
N -0.09407 0.08110 2.76167 0.27 0.30 -0.21
N 1.77043 -0.06281 -0.49473 0.03 -0.03 0.21
C -4.04699 0.19771 0.50694 0.03 -0.01 0.03
C -0.03648 -6.50881 -0.48502 0.12 -0.08 -0.09
C 0.10279 -7.18709 0.70992 0.00 -0.04 0.11
C -0.14032 -4.42744 0.64117 -0.01 0.02 0.04
C -2.72928 0.87433 -2.13442 0.07 -0.02 -0.01
C 2.39011 -0.04664 3.09173 -0.04 -0.06 -0.05
C -0.01826 -5.08340 1.86589 -0.10 -0.05 0.04
C -3.10840 -2.05332 -1.29679 0.10 -0.06 0.03
C -0.25387 -2.96877 0.58497 -0.14 -0.05 -0.03
C -0.14343 -5.14058 -0.55086 0.10 0.11 -0.12
C 1.14044 0.82052 3.16766 -0.04 -0.08 0.07
C -0.16247 3.20247 0.10918 -0.05 0.32 -0.03
C -0.07625 4.63944 -0.13479 -0.01 -0.13 0.01
C 2.78786 0.19759 0.56676 -0.05 -0.04 -0.06
C 0.11855 -6.46067 1.89470 -0.01 -0.01 0.02
C 2.59683 -0.75697 1.75454 -0.05 0.10 0.00
H 1.73501 -1.40828 1.56248 0.05 -0.11 0.01
H -4.00496 -1.91824 -1.89834 -0.04 -0.03 0.00
H 1.82887 0.63899 -1.22645 0.00 0.02 -0.02
H -0.81915 4.93200 -0.87571 -0.02 -0.04 -0.01
H -2.31300 -2.48276 -1.90060 0.00 0.01 -0.03
H 3.24069 0.60461 3.30479 0.03 -0.06 0.02
H 1.22168 1.69066 2.51784 -0.01 0.04 -0.03
H 2.36974 -0.79638 3.88526 -0.03 0.03 0.04
H -0.22672 -4.65310 -1.51215 0.00 -0.01 0.03
H -3.32287 -2.70858 -0.45460 0.00 -0.02 0.00
H -3.88715 1.19875 0.90009 0.00 0.03 0.00
H -2.94062 1.87587 -1.76731 0.01 0.03 0.00
H 0.23010 -6.97553 2.83887 -0.01 0.00 -0.02
H -1.81668 0.88368 -2.72523 0.00 -0.02 -0.02
H -0.91637 0.60580 3.04804 0.00 -0.01 0.10
H 1.03600 1.19314 4.18543 -0.08 0.01 0.05
H -4.94789 0.18584 -0.10382 -0.07 0.01 0.03
H -0.14253 -0.82810 3.21592 -0.05 -0.02 0.01
H -3.55503 0.53016 -2.75361 -0.04 0.04 -0.03
H 1.93440 -0.96868 -0.93098 0.02 0.00 -0.01
H 0.91561 4.89521 -0.50429 0.02 -0.04 0.00
H -0.03118 -4.51535 2.78711 0.01 0.00 -0.03
H 0.19136 -8.26430 0.70363 0.01 0.00 -0.01
H -4.15156 -0.50933 1.32639 -0.01 -0.02 0.02
H 3.43602 -1.44628 1.83329 0.06 0.05 0.00
H -0.26368 5.18051 0.79154 -0.01 -0.03 0.03
H 3.79269 0.10703 0.16029 0.03 0.01 -0.10
H 2.65913 1.23492 0.87499 0.01 0.02 0.02
```
Positions in Å, forces in eV/Å.

=====

Entry 3:
# C16H28AuN4SSi

A structure of composition C16H28AuN4SSi (the ωB97M-V functional and the def2-TZVPD basis, OMol25).

The calculation puts the energy at -1668.61919 a.u. As for the frontier orbital gap: 6.04 eV. As for the total charge: +1. The spin multiplicity is 1. The LUMO energy comes out at -4.46 eV. As for the energy relative to the best compared isomer or geometry (same formula, charge and spin): 34.3 kcal per mole.

```
51
Properties=species:S:1:pos:R:3:forces:R:3
Au 0.33013 -0.39048 0.57070 -0.46 -0.28 -0.08
S 1.84515 -0.13424 -1.17424 -0.06 0.10 0.12
Si -2.85307 -0.01126 -0.44858 0.05 -0.12 -0.88
N 1.61270 2.44019 0.01279 0.29 0.22 -0.16
N 2.93736 2.17000 -1.78308 0.17 -0.14 -0.18
N 0.77893 1.85573 0.84508 -0.01 -0.37 -0.15
N -0.89273 0.18759 2.24841 0.01 0.16 0.20
C -4.43342 1.71434 1.22578 -0.04 -0.01 -0.09
C 2.11012 1.60008 -0.91198 -0.35 0.05 0.31
C -2.54355 -2.78138 -0.31162 -0.02 0.01 -0.08
C -2.27765 -0.17486 4.16756 0.01 -0.04 0.05
C -4.77643 1.72531 -1.25942 0.01 -0.25 -0.11
C -3.72848 1.61006 -0.13362 0.20 0.26 0.66
C -4.62480 -1.84653 -1.37117 0.04 0.24 -0.13
C -1.63937 -0.61249 3.02677 0.11 0.03 -0.15
C -2.72461 2.76853 -0.25836 -0.06 -0.04 -0.13
C 0.19998 2.36626 1.85288 0.05 0.35 0.07
C -4.39357 -1.87953 1.11783 -0.08 0.02 -0.15
C -1.36547 1.98818 3.73652 0.05 0.10 0.01
C -1.74897 0.06021 -1.91796 0.04 0.03 -0.19
C -3.62809 -1.69604 -0.20148 0.18 -0.23 0.70
C -0.70661 1.48820 2.61779 -0.05 -0.12 0.01
C -2.14894 1.16064 4.51636 -0.07 0.03 0.02
H -5.12214 -1.08901 1.28920 -0.03 -0.02 0.01
H -1.13780 -0.83373 -2.01761 -0.01 0.02 -0.01
H -5.49927 -1.20683 -1.24803 0.00 -0.04 -0.01
H -4.17726 -1.63681 -2.34607 -0.01 -0.06 0.00
H -4.97055 -2.88268 -1.38254 0.02 0.00 0.00
H -1.08664 0.92435 -1.89928 0.00 -0.03 0.00
H -5.23420 2.71504 -1.18885 0.03 0.00 0.00
H -2.23966 2.79482 -1.23493 0.00 0.02 0.01
H -5.21137 0.96263 1.34900 0.00 0.00 0.02
H -2.65473 1.54732 5.39126 0.04 0.02 0.01
H -2.38603 0.14289 -2.80988 -0.02 0.02 0.06
H -2.84848 -0.86577 4.77152 -0.02 0.00 -0.05
H -1.95129 2.71706 0.50428 0.06 0.02 0.03
H -1.74442 -2.64744 0.42131 -0.01 -0.01 -0.01
H -3.00218 -3.75803 -0.13820 -0.01 0.01 -0.02
H -5.57191 0.98574 -1.15848 -0.02 0.05 -0.01
H -1.70308 -1.64254 2.70544 0.01 -0.01 0.03
H -3.26113 3.71193 -0.12940 -0.01 -0.01 -0.01
H -3.72957 -1.92184 1.97746 0.01 0.00 0.03
H -2.08513 -2.80141 -1.30097 0.01 -0.02 0.02
H 3.19724 3.13548 -1.66386 -0.05 0.01 0.04
H -4.91731 2.69252 1.29114 0.02 0.00 0.03
H -1.23569 3.03330 3.98542 0.03 -0.03 0.05
H -3.73304 1.63172 2.05771 0.03 -0.02 0.03
H -4.94300 -2.82319 1.07413 0.04 -0.01 0.02
H -4.34226 1.63176 -2.25793 -0.02 0.05 0.02
H 3.39240 1.60745 -2.48045 0.03 0.06 -0.01
H 0.36848 3.39314 2.17893 -0.15 -0.03 0.06
```
Positions in Å, forces in eV/Å.

=====

Entry 4:
# C16H28BCl3O3Si2

A cluster of 2 separate species, C16H28BCl3O3Si2 in total at a distorted geometry (the ωB97M-V functional and the def2-TZVPD basis, OMol25).

The calculation puts the energy at -2836.82763 a.u. As for the frontier orbital gap: 6.17 eV. The spin multiplicity is 1. The LUMO energy comes out at -1.45 eV. As for the energy relative to the best compared isomer or geometry (same formula, charge and spin): 21.5 kcal per mole.

```
53
Properties=species:S:1:pos:R:3:forces:R:3
Cl -3.29081 -0.87701 2.75697 0.04 -0.17 0.17
Cl -0.92833 0.93011 2.17732 -0.21 -0.43 0.73
Cl -0.98020 -0.60628 4.81169 -0.15 -0.19 -0.27
Si -2.47924 2.27255 -1.45036 0.50 -1.17 0.88
Si 2.03878 1.96761 -0.85198 -1.59 -0.07 -0.22
O -0.81107 -1.86352 2.41896 1.94 -0.02 -1.26
O 0.49983 1.39362 -1.32919 0.25 0.21 0.05
O -1.62779 0.76842 -1.12778 -0.29 1.22 -0.79
C 0.66764 -5.59919 1.25108 -0.10 -0.34 0.23
C -0.11097 -0.72671 -0.27640 1.44 1.09 -1.40
C 0.94818 -3.22982 1.73464 0.47 -0.70 -0.77
C 1.69057 2.76907 0.78588 0.53 -0.05 0.35
C 2.89073 -4.65287 1.38547 0.10 -0.68 0.14
C -3.55520 1.99990 -2.94334 -0.01 0.02 -0.23
C 2.40580 3.26670 -2.13364 0.42 0.02 -0.16
C -1.36165 3.76052 -1.60358 -0.09 0.25 -0.16
C 3.18353 0.51060 -0.93360 0.53 0.11 0.14
C 0.11632 -4.37196 1.58855 0.16 0.78 0.19
C -3.50772 2.36033 0.09250 -0.22 0.26 0.04
C 2.05427 -5.74517 1.11297 -0.42 0.60 0.15
C 2.35797 -3.42225 1.72120 -1.16 0.48 -0.27
C -0.36179 0.49056 -0.88755 0.14 -0.71 0.76
C -1.22834 -1.66325 -0.45270 -0.62 -1.27 0.19
C 0.37587 -1.88577 1.88027 -1.49 -0.35 2.85
B -1.50025 -0.68392 3.04136 0.18 1.12 -0.17
H 1.02012 -1.00047 1.89930 -0.42 -0.21 0.13
H 0.00029 -6.46811 1.14703 0.44 0.47 -0.03
H 2.46177 -6.71354 0.83968 0.05 0.18 0.05
H 4.19305 0.85645 -0.66882 -0.08 -0.22 -0.07
H 2.65113 2.96517 1.28590 -0.27 0.11 0.10
H -0.94103 -2.69537 -0.21805 -0.10 0.17 -0.14
H -2.07326 -1.40701 0.19310 -0.06 -0.07 -0.07
H 1.17113 3.73102 0.64810 0.21 -0.32 -0.02
H -2.02182 4.63391 -1.74335 0.17 -0.19 0.06
H -4.17906 3.22941 0.03239 0.05 -0.17 0.16
H 3.22032 0.11628 -1.96063 -0.06 0.09 0.31
H -2.99589 1.79363 -3.86301 -0.03 0.02 0.17
H -4.14315 2.91136 -3.11699 0.08 -0.12 0.03
H 2.49640 2.83384 -3.13973 -0.04 0.10 0.22
H 3.37018 3.74109 -1.89234 -0.21 -0.05 -0.11
H 2.98382 -2.59267 2.02617 0.17 0.03 -0.31
H -4.26806 1.18150 -2.78320 0.20 0.12 0.03
H -2.87877 2.44739 0.99059 -0.19 0.03 -0.30
H -0.68850 3.72250 -2.46937 -0.14 -0.07 0.24
H 3.96874 -4.80872 1.37665 -0.24 0.16 -0.01
H 2.91217 -0.30256 -0.24778 0.07 0.24 -0.17
H -1.55522 -1.61871 -1.49100 -0.33 -0.27 0.02
H 1.64472 4.05903 -2.16099 0.17 -0.29 0.10
H 0.93243 -1.04786 -0.21898 -0.43 0.02 -0.55
H -0.95089 -4.25761 1.79800 0.32 -0.06 -0.40
H -4.11806 1.45333 0.21346 0.16 0.23 -0.08
H 1.07616 2.13638 1.44541 0.33 0.21 -0.26
H -0.77488 3.93806 -0.69030 -0.17 -0.15 -0.28
```
Positions in Å, forces in eV/Å.

=====

Entry 5:
# C16H28BGaN6O3S2

A structure of composition C16H28BGaN6O3S2 (the ωB97M-V functional and the def2-TZVPD basis, OMol25).

The calculation puts the energy at -3926.42390 a.u. As for the frontier orbital gap: 8.96 eV. As for the total charge: +2. The spin multiplicity is 1. The LUMO energy comes out at -5.06 eV. As for the energy relative to the best compared isomer or geometry (same formula, charge and spin): 15.2 kcal per mole.

```
57
Properties=species:S:1:pos:R:3:forces:R:3
Ga -0.29546 0.09624 0.01800 -0.06 -0.04 -0.10
S -1.97909 1.57711 0.32524 -0.23 -0.09 0.00
S 0.21414 0.16314 -2.19750 0.20 0.12 -0.05
O -0.51865 -1.81494 0.27859 -0.21 -0.08 -0.01
O 0.45363 0.28153 1.81028 0.42 0.18 -0.10
O 1.91992 -0.84586 -0.03074 0.04 -0.08 0.02
N 0.00132 -3.89337 -0.40941 0.06 0.00 -0.01
N -0.59336 3.40736 -1.27337 -0.11 0.05 -0.05
N -1.85543 1.80866 -2.92343 0.01 0.00 -0.13
N 1.93904 0.05073 3.47217 0.05 0.05 -0.03
N -0.40287 3.72826 0.87627 0.04 0.00 0.03
N -2.30706 -0.30428 -3.18021 -0.07 -0.05 0.06
C 0.97845 -4.84650 -0.95648 -0.08 0.01 0.01
C -3.42138 0.39520 -3.58111 0.03 -0.03 0.01
C 1.60258 -0.07358 2.21352 -0.11 -0.04 0.09
C 0.99787 0.59057 4.46116 0.04 0.00 -0.04
C -2.17999 -1.75333 -3.16737 0.01 0.02 -0.03
C -1.37188 0.57821 -2.78704 0.03 0.04 0.03
C 2.58447 -0.66059 1.20943 -0.05 -0.09 -0.09
C -0.96470 2.95241 -0.07793 0.06 0.01 0.07
C -0.61581 3.61339 2.31385 -0.03 0.02 -0.05
C 3.27559 -0.24575 3.99594 -0.07 -0.02 0.00
C 0.34974 4.69672 0.26017 -0.03 -0.03 0.01
C -3.13223 1.70817 -3.41679 0.00 0.03 0.07
C 1.73935 -2.18133 -0.48726 0.01 0.11 0.10
C 0.23603 4.48442 -1.07176 -0.03 0.01 -0.01
C 0.32007 -2.64486 -0.18540 -0.01 -0.04 0.02
C -1.35332 -4.39445 -0.14739 0.03 0.00 0.02
B -1.11346 3.17193 -2.76422 0.03 -0.01 0.08
H -1.85779 -4.58599 -1.09396 -0.01 -0.02 0.01
H 3.18725 -0.97576 4.79849 0.02 0.00 0.00
H -1.66629 3.76846 2.55003 0.01 0.01 0.01
H -1.30527 -2.05491 -3.73939 -0.01 -0.01 0.00
H -2.09621 -2.11311 -2.14188 -0.01 0.00 -0.01
H 3.93412 -0.63702 3.22925 0.02 0.00 -0.01
H 1.77826 -5.03909 -0.24301 0.02 -0.02 0.00
H 2.98686 -1.60398 1.58067 0.00 0.00 0.01
H 0.87933 5.44907 0.81614 0.01 0.01 0.01
H -1.27602 -5.32506 0.41042 -0.01 0.00 0.01
H 1.39044 -4.48426 -1.89678 0.03 -0.01 0.00
H -1.92400 4.02601 -2.99266 0.05 0.01 0.00
H 0.65473 5.02424 -1.90190 0.00 0.01 -0.01
H 1.89660 -2.18531 -1.56695 -0.01 0.03 0.00
H -3.72233 2.58381 -3.61509 -0.01 0.01 -0.02
H 0.46152 -5.78123 -1.14924 0.01 0.00 -0.01
H 2.47779 -2.84783 -0.03908 -0.04 -0.03 0.02
H 1.01617 -0.05584 5.33622 -0.02 0.01 0.01
H 3.41614 0.02929 1.04982 -0.03 0.01 0.01
H -0.00255 0.62126 4.04504 0.01 -0.02 0.02
H -0.02006 4.38070 2.79982 0.00 -0.02 0.03
H -1.90876 -3.66638 0.43218 -0.01 0.00 -0.01
H -4.30079 -0.09801 -3.95335 -0.02 -0.01 -0.01
H -0.14642 3.21094 -3.47262 -0.01 -0.05 0.02
H 3.71095 0.66964 4.39438 0.00 0.00 0.01
H 1.31483 1.59183 4.75202 -0.01 0.00 0.01
H -0.31515 2.62760 2.65823 0.01 0.00 0.00
H -3.07089 -2.17432 -3.62406 0.01 -0.02 0.00
```
Positions in Å, forces in eV/Å.